(1)
{
  "formula": "H2NOP",
  "method": "ωB97M-V/def2-TZVPD",
  "e_homo_ha": [-0.3231, -0.3233],
  "charge": 0,
  "orbital_gap_ev": [7.4, 7.4],
  "spin_multiplicity": 1,
  "largest_force_ev_per_a": 4.68,
  "energy_ha": -472.46239,
  "symbols": ["N", "O", "P", "H", "H"],
  "positions_angstrom": [[-0.9579, -0.0218, 0.3716], [2.0777, 0.8633, 0.1434], [1.4320, -0.3182, -0.3002], [-1.1683, -1.0063, 0.3600], [-1.3835, 0.4830, -0.5748]]
}



(2)
{
  "formula": "H2NPS",
  "method": "ωB97M-V/def2-TZVPD",
  "smiles": "N#P.S",
  "e_homo_ha": -0.3580,
  "charge": 0,
  "orbital_gap_ev": 9.6,
  "spin_multiplicity": 1,
  "largest_force_ev_per_a": 1.78,
  "energy_ha": -795.44147,
  "symbols": ["N", "P", "S", "H", "H"],
  "positions_angstrom": [[1.5040, -0.4415, 2.3874], [0.4817, 0.4283, 2.9387], [-0.3270, -0.1970, -2.2855], [-0.3662, 0.9459, -1.5929], [-1.2926, -0.7356, -1.4477]]
}